# 1
97
Properties=species:S:1:pos:R:3:mulliken_charge:R:1 method="wB97M-V/def2-TZVPD" charge=-1 e_lumo_ev=0.565 relative_energy_kcal_mol=0.4 fmax_ev_per_a=0.51 e_homo_ev=-3.29
Ti 1.09 -1.76 -0.63 -0.492
O 0.90 4.23 -6.18 -0.520
C 1.39 3.93 -4.95 0.608
O 1.98 4.77 -4.33 -0.555
C 1.17 2.54 -4.45 1.395
C 0.19 1.70 -4.97 -1.299
C 0.01 0.43 -4.46 -0.661
C 0.82 -0.02 -3.42 -0.102
C 1.78 0.83 -2.87 -0.379
C 1.94 2.10 -3.39 -1.154
N 0.64 -1.31 -2.86 0.861
C 0.34 -2.30 -3.60 -0.504
C 0.04 -3.60 -3.00 0.281
C -0.30 -4.69 -3.78 -0.879
C -0.60 -5.89 -3.15 -0.579
C -0.56 -5.93 -1.77 -0.853
C -0.21 -4.79 -1.06 -0.293
N 0.09 -3.65 -1.67 0.858
H 0.56 3.43 -6.60 0.341
H -0.49 2.04 -5.75 0.195
H -0.79 -0.20 -4.83 0.463
H 2.38 0.49 -2.03 0.587
H 2.67 2.77 -2.96 0.461
H 0.31 -2.20 -4.69 0.557
H -0.31 -4.61 -4.86 0.488
H -0.85 -6.77 -3.72 0.423
H -0.79 -6.84 -1.23 0.455
H -0.15 -4.78 0.02 0.407
C -3.25 -0.49 -0.56 -0.649
C -3.62 -0.83 0.73 -0.738
C -2.74 -1.52 1.54 -0.732
C -1.49 -1.86 1.04 0.276
N -1.12 -1.49 -0.20 1.048
C -1.97 -0.82 -0.97 -0.153
C -0.48 -2.64 1.79 1.674
C -0.74 -3.20 3.04 -1.057
C 0.24 -3.91 3.70 -0.851
C 1.49 -4.06 3.12 -0.948
C 1.75 -3.50 1.87 0.205
C 0.77 -2.79 1.18 0.468
H -3.90 0.07 -1.21 0.441
H -4.59 -0.53 1.12 0.399
H -2.99 -1.73 2.57 0.408
H -1.60 -0.50 -1.94 -0.085
H -1.70 -3.06 3.51 0.333
H 0.04 -4.33 4.67 0.381
H 2.27 -4.61 3.64 0.472
H 2.74 -3.62 1.44 0.256
O 1.08 -0.09 0.05 -0.183
O 2.40 -0.61 -0.10 -0.205
S -1.11 6.42 0.26 -0.175
C -1.07 4.73 -0.33 0.331
C -0.69 3.70 0.51 -0.637
C -0.68 2.40 0.02 -0.535
N -1.03 2.10 -1.23 0.403
C -1.41 3.10 -2.03 -0.798
C -1.42 4.43 -1.64 -0.671
C -2.79 6.40 0.88 0.043
C -3.84 6.80 0.06 -0.208
C -5.13 6.78 0.57 -0.383
N -5.42 6.40 1.81 -0.620
C -4.41 6.01 2.58 -0.365
C -3.08 6.00 2.17 -0.031
H -0.42 3.88 1.54 0.472
H -0.43 1.58 0.68 0.398
H -1.70 2.83 -3.04 0.504
H -1.73 5.21 -2.33 0.477
H -3.66 7.12 -0.96 0.380
H -5.97 7.09 -0.04 0.350
H -4.67 5.69 3.59 0.390
H -2.30 5.66 2.84 0.477
S -1.10 0.75 3.21 -0.253
C -1.27 1.88 4.53 0.064
C -0.70 1.63 5.79 -0.588
C -0.82 2.53 6.84 -0.350
C -1.51 3.73 6.68 -0.633
C -2.09 3.99 5.44 -0.298
C -1.98 3.09 4.39 -0.404
H -0.15 0.71 5.93 0.360
H -0.36 2.30 7.79 0.317
H -1.61 4.43 7.49 0.353
H -2.64 4.92 5.29 0.191
H -2.44 3.31 3.43 0.397
Br 8.49 -5.03 1.40 -0.227
C 6.85 -4.70 0.49 0.161
C 6.33 -5.69 -0.33 -0.536
C 5.14 -5.45 -0.99 -0.468
C 4.48 -4.23 -0.84 0.257
C 5.03 -3.25 -0.02 -0.026
C 6.22 -3.48 0.66 -0.783
C 3.18 -4.00 -1.57 0.021
O 2.72 -4.88 -2.29 -0.710
O 2.67 -2.83 -1.39 -0.307
H 6.85 -6.63 -0.44 0.421
H 4.69 -6.19 -1.63 0.464
H 4.51 -2.31 0.09 0.443
H 6.64 -2.73 1.30 0.462


# 2
107
Properties=species:S:1:pos:R:3:mulliken_charge:R:1 method="wB97M-V/def2-TZVPD" charge=-2 e_lumo_ev=3.261 relative_energy_kcal_mol=0.0 fmax_ev_per_a=0.66 e_homo_ev=-2.64
K -0.02 0.12 0.27 1.537
O -3.85 0.16 -5.46 -0.603
C -2.91 0.00 -4.47 0.866
C -2.20 -1.17 -4.31 -0.552
C -1.25 -1.24 -3.30 -0.200
N -1.05 -0.25 -2.43 0.768
C -1.77 0.87 -2.58 0.119
C -2.69 1.06 -3.60 -0.532
C -1.57 1.98 -1.55 0.287
O -1.11 3.07 -1.97 -0.805
O -1.85 1.68 -0.37 -0.735
C -0.38 -2.49 -3.21 -0.058
O -0.97 -3.54 -2.90 -0.738
O 0.84 -2.32 -3.45 -0.627
H -3.90 -0.67 -5.95 0.289
H -2.36 -2.03 -4.95 0.382
H -3.21 2.00 -3.71 0.561
N 1.74 -2.01 3.01 -0.536
C 1.35 -0.87 3.67 0.142
N 0.81 0.15 3.09 0.394
C 0.57 1.17 3.98 -0.650
C 0.98 0.93 5.26 -0.156
S 1.66 -0.65 5.36 -0.303
C -0.19 2.33 3.53 -0.404
C -1.06 3.02 4.32 -0.371
S -1.83 4.25 3.40 -0.328
C -0.93 3.73 1.99 0.297
N -0.12 2.74 2.22 0.372
N -1.06 4.39 0.80 -0.426
H 1.38 -2.03 2.05 0.070
H 1.50 -2.86 3.50 0.349
H 0.85 1.55 6.12 0.481
H -1.36 2.78 5.33 0.457
H -1.94 4.88 0.70 0.328
H -0.91 3.80 -0.03 -0.001
O -0.15 -7.88 -2.01 -0.650
N -0.59 -7.24 -1.07 1.022
O -1.36 -7.71 -0.25 -0.629
C -0.08 -5.88 -0.87 -0.081
C 1.09 -5.60 -1.46 -0.716
C 1.73 -4.34 -1.28 1.852
C 2.97 -4.03 -1.86 -0.957
C 3.51 -2.80 -1.65 -0.837
C 2.81 -1.89 -0.85 -0.744
N 1.66 -2.16 -0.28 0.313
C 1.11 -3.37 -0.49 -1.162
C -0.18 -3.66 0.11 -0.259
N -0.76 -2.66 0.81 0.518
C -1.94 -2.86 1.35 -0.868
C -2.64 -4.06 1.22 -0.856
C -2.07 -5.08 0.51 -1.142
C -0.79 -4.91 -0.06 1.271
H 1.57 -6.35 -2.08 0.490
H 3.45 -4.77 -2.49 0.402
H 4.45 -2.50 -2.10 0.494
H 3.20 -0.88 -0.68 0.445
H -2.35 -2.05 1.95 0.759
H -3.62 -4.16 1.67 0.535
H -2.60 -6.02 0.39 0.485
O 2.18 1.41 -0.14 -0.898
S 1.81 2.84 -0.33 0.966
C 2.94 3.78 0.76 -1.680
C 4.39 3.46 0.54 0.564
C 5.24 4.42 -0.01 -0.320
C 6.57 4.11 -0.27 -0.636
C 7.06 2.84 0.01 -0.402
C 6.21 1.89 0.57 -0.697
C 4.89 2.20 0.84 0.023
C 2.45 3.35 -1.99 -1.607
C 3.09 2.20 -2.71 0.001
C 2.31 1.16 -3.20 0.254
C 2.89 0.07 -3.83 -0.354
C 4.27 0.03 -3.99 -0.423
C 5.06 1.06 -3.50 -0.890
C 4.47 2.13 -2.85 -0.241
H 2.59 3.50 1.75 0.421
H 2.72 4.83 0.60 0.521
H 4.86 5.41 -0.24 0.339
H 7.23 4.86 -0.69 0.361
H 8.09 2.60 -0.19 0.365
H 6.58 0.90 0.78 0.428
H 4.23 1.45 1.26 0.369
H 3.14 4.18 -1.87 0.708
H 1.55 3.69 -2.50 0.608
H 1.23 1.19 -3.06 0.237
H 2.25 -0.74 -4.15 0.383
H 4.72 -0.82 -4.49 0.446
H 6.14 1.02 -3.61 0.368
H 5.10 2.92 -2.44 0.392
S -7.69 0.28 4.05 -0.442
C -6.11 -0.26 4.06 0.232
S -4.97 0.13 5.31 -0.187
C -3.68 -0.78 4.49 -0.046
N -4.10 -1.29 3.37 -0.464
N -5.44 -1.00 3.15 0.396
C -5.95 -1.43 1.89 0.011
C -5.13 -1.30 0.77 -0.204
C -5.57 -1.74 -0.46 -0.759
C -6.83 -2.31 -0.59 -0.579
C -7.64 -2.44 0.53 -0.587
C -7.21 -2.01 1.77 -0.470
S -2.12 -0.88 5.15 -0.290
H -4.16 -0.84 0.88 0.728
H -4.93 -1.62 -1.33 0.572
H -7.17 -2.65 -1.56 0.394
H -8.62 -2.89 0.44 0.331
H -7.83 -2.11 2.65 0.405


# 3
97
Properties=species:S:1:pos:R:3:lowdin_spin:R:1 method="wB97M-V/def2-TZVPD" e_lumo_ev="-0.358 / -0.510" fmax_ev_per_a=1.36 spin_multiplicity=3 e_homo_ev="-7.51 / -7.64"
Pd 2.27 0.05 -2.39 1.393
C -11.50 1.53 -0.28 0.000
O -10.54 2.55 -0.44 0.000
C -9.25 2.22 -0.68 0.000
C -8.36 3.29 -0.81 0.000
C -7.03 3.07 -1.06 0.000
C -6.53 1.77 -1.18 0.000
C -7.42 0.70 -1.05 0.000
C -8.77 0.91 -0.80 0.000
C -5.14 1.48 -1.44 0.000
N -4.64 0.28 -1.60 0.000
C -3.31 0.45 -1.84 0.000
C -2.99 1.81 -1.82 0.000
N -4.17 2.45 -1.56 0.000
C -1.69 2.30 -2.05 0.002
C -1.31 3.65 -2.02 -0.001
C -0.01 3.98 -2.31 0.002
C 0.90 2.97 -2.62 0.004
N 0.57 1.70 -2.63 0.067
C -0.69 1.33 -2.35 0.005
C -1.00 -0.08 -2.34 0.002
N 0.00 -0.94 -2.59 0.032
C -0.22 -2.23 -2.52 0.000
C -1.48 -2.77 -2.23 0.001
C -2.54 -1.92 -2.03 -0.002
C -2.31 -0.54 -2.07 0.001
H -12.44 2.04 -0.09 0.000
H -11.26 0.88 0.57 0.000
H -11.59 0.93 -1.19 0.000
H -8.76 4.29 -0.72 0.000
H -6.38 3.93 -1.16 0.000
H -7.04 -0.30 -1.14 0.000
H -9.43 0.07 -0.71 0.000
H -4.31 3.44 -1.50 0.000
H -2.04 4.41 -1.76 0.000
H 0.30 5.02 -2.32 0.000
H 1.93 3.20 -2.88 0.000
H 0.63 -2.87 -2.70 0.000
H -1.60 -3.84 -2.18 0.000
H -3.54 -2.27 -1.83 0.000
F 2.29 -3.50 -7.21 0.000
C 2.95 -2.38 -6.82 0.003
F 2.15 -1.37 -7.14 0.009
F 4.02 -2.29 -7.63 0.001
C 3.34 -2.47 -5.37 0.005
C 3.86 -3.68 -4.94 -0.001
C 4.25 -3.83 -3.61 0.004
C 4.10 -2.74 -2.76 0.005
N 3.62 -1.58 -3.17 0.072
C 3.22 -1.41 -4.45 0.025
S 2.62 0.16 -4.79 0.189
H 3.96 -4.50 -5.64 0.000
H 4.66 -4.76 -3.26 0.001
H 4.39 -2.78 -1.72 0.000
O 2.66 1.27 -0.61 0.081
C 1.81 0.51 -0.09 0.006
O 1.78 -0.73 -0.30 0.085
C 0.76 1.10 0.84 0.003
C 1.34 1.46 2.20 0.000
Ge 2.55 0.08 3.01 0.000
C 1.70 -1.66 3.42 0.000
C 0.37 -1.93 3.15 0.000
C -0.20 -3.15 3.48 0.000
C 0.57 -4.12 4.09 0.000
C 1.90 -3.87 4.38 0.000
C 2.46 -2.65 4.05 0.000
C 4.17 -0.14 1.91 0.000
C 4.54 -1.37 1.38 0.000
C 5.65 -1.48 0.57 0.000
C 6.40 -0.36 0.26 0.000
C 6.04 0.87 0.78 0.000
C 4.94 0.97 1.60 0.000
C 3.07 0.81 4.80 0.000
C 4.39 1.07 5.14 0.000
C 4.72 1.55 6.40 0.000
C 3.73 1.79 7.33 0.000
C 2.41 1.52 7.01 0.000
C 2.09 1.04 5.75 0.000
H -0.03 0.36 0.95 0.001
H 0.34 2.00 0.37 0.000
H 0.53 1.69 2.90 0.000
H 1.94 2.37 2.11 0.000
H -0.24 -1.17 2.67 0.000
H -1.24 -3.34 3.26 0.000
H 0.14 -5.08 4.34 0.000
H 2.50 -4.63 4.86 0.000
H 3.50 -2.44 4.29 0.000
H 3.94 -2.25 1.61 0.000
H 5.94 -2.45 0.18 0.000
H 7.25 -0.44 -0.40 0.000
H 6.63 1.75 0.54 0.000
H 4.65 1.94 2.01 0.000
H 5.17 0.88 4.42 0.000
H 5.75 1.75 6.65 0.000
H 3.98 2.17 8.31 0.000
H 1.63 1.69 7.74 0.000
H 1.05 0.82 5.51 0.000


# 4
94
Properties=species:S:1:pos:R:3:lowdin_spin:R:1 method="wB97M-V/def2-TZVPD" charge=+2 e_lumo_ev="-6.046 / -7.151" relative_energy_kcal_mol=7.0 fmax_ev_per_a=4.86 spin_multiplicity=6 e_homo_ev="-11.79 / -12.97"
Ru -0.10 0.14 0.17 3.656
N 0.47 -1.31 4.17 -0.036
C 0.20 -0.69 3.03 0.011
S -0.37 -1.62 1.66 0.333
N 0.36 0.64 3.02 -0.041
N 0.09 1.19 1.87 -0.008
C 0.05 2.62 1.75 0.209
C 0.42 3.51 2.83 0.025
C 1.32 4.56 2.59 0.028
C 1.68 5.42 3.61 -0.002
C 1.14 5.26 4.88 0.029
C 0.25 4.22 5.13 -0.002
C -0.10 3.34 4.12 0.027
C -0.41 3.04 0.49 0.019
C -0.72 4.37 0.15 0.057
C -1.23 4.66 -1.09 0.016
C -1.46 3.64 -2.01 0.060
C -1.16 2.35 -1.64 0.040
N -0.65 2.04 -0.45 0.168
H 0.38 -2.31 4.26 0.002
H 0.79 -0.77 4.96 0.001
H 1.75 4.67 1.61 0.000
H 2.38 6.22 3.42 0.000
H 1.42 5.94 5.68 0.002
H -0.18 4.11 6.12 0.000
H -0.81 2.56 4.32 0.001
H -0.59 5.15 0.89 0.003
H -1.49 5.69 -1.34 0.000
H -1.88 3.84 -2.99 0.003
H -1.33 1.51 -2.31 0.002
C -1.52 -2.80 -7.78 0.000
C -1.28 -2.64 -6.31 0.000
C -0.82 -1.44 -5.79 0.000
C -0.59 -1.28 -4.43 0.001
C -0.84 -2.35 -3.59 0.005
C -1.32 -3.56 -4.08 0.001
C -1.53 -3.70 -5.44 0.000
S -0.56 -2.28 -1.85 0.025
O -0.45 -0.75 -1.62 0.171
C 1.03 -2.97 -1.51 0.004
C 0.95 -4.03 -0.57 0.002
C 2.08 -4.67 -0.17 0.002
C 3.34 -4.28 -0.68 0.000
C 4.52 -4.96 -0.29 0.000
C 5.72 -4.63 -0.83 0.000
C 5.80 -3.59 -1.80 0.000
C 4.69 -2.91 -2.18 0.000
C 3.42 -3.22 -1.62 0.001
C 2.24 -2.53 -2.01 0.000
C 2.38 -1.47 -3.06 0.000
C 2.46 -1.92 -4.42 0.000
C 2.26 -3.27 -4.78 0.000
C 2.30 -3.67 -6.08 0.000
C 2.57 -2.73 -7.11 0.000
C 2.78 -1.42 -6.80 0.000
C 2.72 -0.98 -5.45 0.000
C 2.89 0.38 -5.13 0.000
C 2.80 0.80 -3.84 0.000
C 2.57 -0.13 -2.80 0.002
S 2.44 0.70 -1.21 0.020
O 2.06 -0.32 -0.12 0.150
C 4.11 1.16 -0.88 0.008
C 5.09 0.22 -0.63 0.002
C 6.37 0.66 -0.34 0.000
C 6.68 2.02 -0.30 0.001
C 8.07 2.50 0.00 0.000
C 5.66 2.94 -0.55 0.000
C 4.37 2.52 -0.83 0.001
H -1.05 -2.00 -8.35 0.000
H -2.59 -2.79 -8.00 0.000
H -1.12 -3.75 -8.14 0.000
H -0.63 -0.61 -6.46 0.000
H -0.20 -0.35 -4.04 0.000
H -1.53 -4.38 -3.41 0.000
H -1.90 -4.64 -5.83 0.000
H -0.02 -4.32 -0.19 0.000
H 2.02 -5.49 0.54 0.000
H 4.45 -5.77 0.43 0.000
H 6.62 -5.16 -0.54 0.000
H 6.76 -3.35 -2.24 0.000
H 4.76 -2.13 -2.92 0.000
H 2.06 -4.01 -4.01 0.000
H 2.15 -4.71 -6.34 0.000
H 2.62 -3.06 -8.14 0.000
H 2.99 -0.70 -7.57 0.000
H 3.09 1.09 -5.92 0.000
H 2.94 1.85 -3.59 0.000
H 4.87 -0.84 -0.64 0.000
H 7.15 -0.06 -0.14 0.000
H 8.74 1.66 0.20 0.000
H 8.07 3.15 0.87 0.000
H 8.47 3.07 -0.84 0.000
H 5.88 4.00 -0.52 0.000
H 3.58 3.24 -1.01 0.000